DFT (the ωB97M-V functional and the def2-TZVPD basis) results for a cluster of 8 separate species, C51H53INO5PS in total at a distorted geometry.

Last column: Mulliken charge in e.
Positions of all 113 atoms, in Å:
H 2.725 -1.376 -5.760  0.16
H -5.782 -1.882 6.272  0.39
C 5.108 -2.967 -3.525  -0.70
H -11.082 0.144 9.259  0.35
C 0.165 -4.046 -6.872  -0.40
C -1.474 -2.684 1.648  -0.12
H -1.305 -2.825 -5.892  0.40
H 1.486 7.379 -0.064  0.41
H 8.280 -4.101 -3.160  0.39
C -2.583 -1.848 1.606  -0.35
H -10.299 2.290 10.208  0.36
H 4.188 -3.197 -4.052  0.41
C 3.629 5.208 -2.949  -0.43
H 4.186 1.491 -3.440  0.31
H -0.280 1.597 0.680  0.34
C -8.059 -0.851 10.427  -0.19
C 1.537 1.885 -2.400  1.84
C 2.006 -2.124 -6.074  0.13
H -0.552 -4.799 -7.179  0.36
C 2.648 2.928 -2.756  0.06
H 0.430 3.223 -1.064  0.52
C 3.969 2.576 -3.266  -0.23
H -9.650 -1.867 9.402  0.38
H 6.208 -1.418 -5.471  0.22
H -2.598 -1.000 0.930  0.46
H -7.428 -1.730 10.482  0.33
H 8.187 -1.072 -6.915  0.40
C 2.428 -3.229 -6.803  -0.56
S -1.484 1.482 -2.136  0.62
H -0.307 9.054 0.253  0.37
H 0.979 1.845 -4.547  0.47
C 7.359 0.647 -7.902  -0.41
H -2.435 8.398 1.329  0.36
C 6.273 1.509 -7.995  -0.43
H 1.523 4.844 -2.249  0.34
N 4.858 4.847 -3.383  -0.60
C 7.466 -2.375 -2.176  -0.50
C -5.767 -2.729 6.947  -0.63
H 4.269 0.110 -5.647  0.02
C -0.456 8.032 0.581  -0.39
C 0.357 5.779 0.817  -0.20
H -3.808 -3.371 6.344  0.49
O -2.887 1.158 -2.350  -0.59
C -1.844 6.353 1.604  -0.47
C 0.207 1.113 -0.219  0.11
H 8.224 0.794 -8.538  0.37
C -9.306 -0.926 9.817  -0.27
C -1.652 7.663 1.185  -0.38
C 5.137 0.262 -6.277  0.44
C 0.446 2.015 -3.568  -1.16
H -4.510 -3.388 3.931  0.48
C 7.337 -0.403 -6.992  -0.49
C -3.674 -2.099 2.430  -0.52
H 1.905 -1.644 -1.163  0.30
C -4.658 -3.565 6.989  -0.26
H 1.836 -5.049 -7.775  0.37
H 8.385 -2.144 -1.651  0.38
C -1.453 -3.768 2.517  -0.64
H 2.185 0.348 -3.430  -0.06
H 0.082 3.075 -3.593  0.42
H 1.141 5.044 0.674  0.49
C 6.227 -3.774 -3.695  -0.36
C 0.662 -1.977 -5.750  -0.44
C -6.857 -2.981 7.771  -0.19
C 6.346 -1.571 -2.002  -0.59
O 1.085 -1.575 -0.640  -0.50
C 5.164 1.318 -7.181  -0.66
C 5.168 -1.864 -2.680  0.17
C -0.258 -2.939 -6.147  -0.55
C -9.672 1.408 10.272  -0.37
O 2.069 0.561 -2.485  0.17
H 6.292 2.330 -8.702  0.37
H 6.179 -4.635 -4.351  0.39
C -8.430 1.482 10.890  -0.34
C 6.226 -0.597 -6.180  -0.14
P 1.272 -0.300 0.471  0.02
H 1.899 2.532 -0.341  0.46
C -10.111 0.203 9.738  -0.45
C -0.842 5.409 1.416  -0.41
C -3.657 -3.188 3.293  -0.37
H -7.721 -2.327 7.740  0.34
C 1.507 -4.188 -7.204  -0.45
H -4.538 -1.446 2.399  0.38
H -8.089 2.420 11.312  0.36
H -0.586 -4.417 2.554  0.37
H 0.330 -1.111 -5.185  0.48
C 0.999 2.256 -0.963  -1.41
H -2.776 6.066 2.077  0.38
C 7.406 -3.475 -3.024  -0.51
O -0.865 0.493 -0.965  -0.27
H -7.694 -4.269 9.272  0.39
H -3.770 -5.298 7.895  0.37
C -5.729 -4.903 8.680  -0.41
C -6.840 -4.070 8.634  -0.38
C -4.637 -4.649 7.858  -0.50
H -6.652 0.411 11.446  0.36
H 3.476 -3.341 -7.059  0.44
C -7.622 0.353 10.966  -0.51
I 3.656 0.243 0.472  -0.08
C 2.476 4.397 -2.611  -0.53
C -2.545 -4.021 3.338  -0.46
C 0.550 7.091 0.401  -0.50
H -5.714 -5.749 9.356  0.37
C 5.034 3.512 -3.567  -0.53
H 6.028 3.159 -3.923  0.40
H -0.625 -2.490 1.003  0.39
H -0.994 4.385 1.737  0.37
H 6.391 -0.715 -1.338  0.34
H 4.318 1.992 -7.252  0.39
O -0.592 1.023 -3.496  -0.31
H 3.482 6.313 -2.815  0.33
H 4.295 -1.232 -2.549  0.54
H -2.531 -4.868 4.015  0.39

The calculation puts the orbital gap at 8.564 eV. For the total energy, the calculation gives -3443.29580 Ha. For the highest occupied orbital energy, the calculation gives -8.81 eV.